Entry 1:
77
Properties=species:S:1:pos:R:3:mulliken_charge:R:1 method="wB97M-V/def2-TZVPD" de_lowest_kcal_mol=0.0 total_charge=-2 e_tot_ev=-145962.4561 gap_ev=5.264 largest_force_ha_per_bohr=0.0043
Ba -2.08 -0.12 -0.48 -0.294
C -1.26 -0.72 4.26 -1.103
C -2.24 -1.82 3.85 -0.855
S -3.44 -1.36 2.57 0.182
C -4.34 -0.09 3.48 -0.330
C -5.32 0.65 2.57 -1.047
S -4.54 1.62 1.26 0.357
C -3.92 3.02 2.24 -0.809
C -2.72 3.67 1.57 -1.072
S -1.24 2.65 1.39 0.499
C -0.81 2.42 3.14 -0.661
C 0.30 1.39 3.29 -0.917
S -0.19 -0.29 2.87 0.504
H -0.65 -1.09 5.09 0.447
H -1.79 0.16 4.61 0.360
H -2.77 -2.18 4.73 0.487
H -1.69 -2.66 3.42 0.378
H -3.64 0.62 3.91 0.063
H -4.89 -0.56 4.30 0.423
H -5.95 1.31 3.18 0.454
H -5.95 -0.05 2.03 0.447
H -3.66 2.68 3.25 0.335
H -4.70 3.77 2.35 0.451
H -2.44 4.59 2.10 0.447
H -2.97 3.95 0.54 0.279
H -1.69 2.11 3.70 0.165
H -0.48 3.38 3.55 0.496
H 0.70 1.42 4.31 0.555
H 1.12 1.62 2.61 0.115
O 5.63 1.68 0.19 -0.659
C 5.15 0.51 0.51 0.547
O 5.85 -0.42 0.87 -0.710
C 3.67 0.33 0.41 0.420
C 3.06 -0.85 0.79 -1.279
N 1.75 -0.70 0.56 1.205
N 1.44 0.50 0.05 -0.194
C 2.60 1.15 -0.05 0.194
C 2.66 2.57 -0.59 0.352
O 3.81 3.12 -0.54 -0.843
O 1.63 3.08 -1.02 -0.623
H 4.82 2.34 -0.12 0.458
H 3.48 -1.75 1.19 0.650
H 1.01 -1.39 0.69 -0.313
S -3.10 2.53 -1.81 -0.287
S -4.00 0.99 -2.86 -0.161
S -5.69 0.30 -1.89 -0.134
S -5.10 -1.13 -0.51 -0.358
N 1.16 1.85 -7.75 -0.560
C 0.76 1.53 -6.72 -0.132
C 0.26 1.12 -5.43 0.768
C 0.59 1.84 -4.29 -0.686
C 0.08 1.40 -3.07 -0.618
N -0.68 0.32 -2.97 0.901
C -0.99 -0.37 -4.07 -0.662
C -0.55 0.00 -5.33 -0.678
H 1.22 2.72 -4.33 0.587
H 0.33 1.94 -2.16 0.470
H -1.61 -1.24 -3.92 0.508
H -0.82 -0.58 -6.20 0.496
C 5.40 -2.64 -1.86 -1.525
C 3.92 -2.88 -1.72 1.044
C 2.99 -2.07 -2.38 -0.480
C 1.63 -2.21 -2.15 -0.207
C 1.18 -3.18 -1.27 -0.330
C 2.08 -4.03 -0.64 -0.760
C 3.44 -3.87 -0.87 -0.641
S -0.53 -3.22 -0.78 1.426
O -0.87 -4.60 -0.56 -0.813
O -1.28 -2.52 -1.82 -0.659
O -0.56 -2.41 0.47 -0.706
H 5.61 -1.97 -2.70 0.351
H 5.94 -3.57 -2.03 0.417
H 5.79 -2.16 -0.96 0.237
H 3.34 -1.29 -3.04 0.306
H 0.92 -1.56 -2.63 0.505
H 1.71 -4.79 0.03 0.435
H 4.15 -4.52 -0.36 0.386



Entry 2:
72
Properties=species:S:1:pos:R:3:mulliken_charge:R:1 method="wB97M-V/def2-TZVPD" de_lowest_kcal_mol=1.6 total_charge=-2 e_tot_ev=-199825.6203 gap_ev=7.099 largest_force_ha_per_bohr=0.0039
Rb -0.28 0.78 -0.39 0.676
O -2.85 3.70 -1.65 -0.608
C -2.96 4.68 -0.65 -0.942
C -2.83 4.14 0.76 -0.604
N -1.58 3.47 1.09 0.921
C -0.41 4.31 0.85 -0.653
C 0.09 4.40 -0.61 0.439
O 0.85 5.35 -0.88 -0.824
O -0.26 3.47 -1.40 -0.645
C -1.64 3.05 2.48 -0.825
C -0.54 2.09 2.99 0.490
O -0.64 1.81 4.21 -0.864
O 0.30 1.66 2.18 -0.756
H -1.88 3.51 -1.69 0.538
H -3.95 5.14 -0.73 0.443
H -2.22 5.47 -0.82 0.291
H -3.64 3.42 0.93 0.313
H -3.00 4.99 1.46 0.269
H 0.42 3.89 1.41 0.326
H -0.57 5.34 1.22 0.186
H -2.59 2.53 2.64 0.275
H -1.65 3.92 3.16 0.253
O 5.93 -3.81 -2.25 -0.743
C 4.84 -4.35 -2.02 0.554
O 4.56 -5.56 -1.85 -0.747
C 3.63 -3.39 -1.92 -0.511
C 2.35 -3.86 -1.66 -0.646
C 1.29 -2.97 -1.57 0.469
N 1.43 -1.65 -1.73 0.109
C 2.66 -1.20 -2.00 0.610
C 3.78 -2.02 -2.09 -0.759
C 2.77 0.28 -2.16 0.317
C 3.81 0.98 -1.55 -0.913
C 3.82 2.37 -1.64 -0.618
C 2.82 3.01 -2.35 -0.437
C 1.85 2.22 -2.95 -0.119
N 1.80 0.89 -2.85 -0.371
C -0.09 -3.45 -1.26 0.596
C -0.28 -4.59 -0.48 -0.698
C -1.56 -4.99 -0.17 -0.588
C -2.63 -4.25 -0.66 -0.750
C -2.34 -3.14 -1.44 -0.037
N -1.11 -2.75 -1.75 -0.271
H 2.22 -4.93 -1.56 0.652
H 4.76 -1.62 -2.31 0.632
H 4.56 0.45 -0.99 0.475
H 4.59 2.94 -1.14 0.388
H 2.73 4.08 -2.38 0.341
H 1.03 2.69 -3.49 0.416
H 0.58 -5.13 -0.10 0.345
H -1.73 -5.86 0.45 0.438
H -3.65 -4.51 -0.43 0.379
H -3.14 -2.54 -1.85 0.418
Br -2.60 0.05 -3.21 -0.115
C -3.96 0.88 -2.12 -0.087
Br -3.98 0.15 -0.32 -0.097
H -4.92 0.67 -2.57 0.395
H -3.74 1.94 -2.03 0.038
C -1.32 -1.29 3.86 -1.011
P -0.20 -1.85 2.58 1.158
C -0.03 -3.63 2.87 -1.264
C 1.41 -1.17 2.99 -1.002
O -0.66 -1.55 1.19 -0.331
H -1.06 -1.75 4.82 0.376
H -2.34 -1.59 3.59 0.268
H -1.26 -0.21 3.97 0.172
H 0.29 -3.83 3.90 0.426
H 0.70 -4.05 2.17 0.244
H -0.99 -4.12 2.69 0.315
H 1.69 -1.44 4.01 0.383
H 1.34 -0.09 2.90 0.181
H 2.15 -1.57 2.29 0.323



Entry 3:
69
Properties=species:S:1:pos:R:3:mulliken_charge:R:1 method="wB97M-V/def2-TZVPD" de_lowest_kcal_mol=7.3 e_tot_ev=-138082.7306 gap_ev=8.092 largest_force_ha_per_bohr=0.0128
Tl 0.37 -0.42 -0.05 2.621
C 2.02 3.91 -1.39 -1.683
C 0.88 3.53 -2.30 1.544
C 0.87 4.05 -3.59 -0.779
C -0.17 3.77 -4.46 -0.911
C -1.23 2.99 -4.03 -0.978
C -1.25 2.45 -2.75 0.846
C -2.43 1.63 -2.31 -0.909
C -0.17 2.70 -1.89 -0.911
N -0.11 2.11 -0.59 0.698
C -0.60 2.71 0.42 0.482
C -1.37 4.00 0.33 -1.899
C -0.42 2.13 1.80 0.775
C -0.50 3.08 2.95 -1.873
N -0.25 0.88 1.94 0.759
C -0.42 0.27 3.23 -0.842
C -1.74 0.07 3.65 1.441
C -2.91 0.51 2.81 -0.891
C -1.94 -0.57 4.87 -1.190
C -0.88 -0.99 5.65 -0.905
C 0.41 -0.79 5.21 -1.104
C 0.67 -0.16 4.00 0.958
C 2.08 0.04 3.53 -1.102
H 2.40 4.90 -1.66 0.511
H 2.85 3.20 -1.49 0.273
H 1.72 3.93 -0.34 0.249
H 1.69 4.69 -3.91 0.449
H -0.17 4.18 -5.46 0.411
H -2.06 2.79 -4.69 0.428
H -3.23 1.70 -3.04 0.449
H -2.82 1.96 -1.35 0.221
H -2.17 0.59 -2.20 0.117
H -1.75 4.13 -0.68 0.467
H -0.72 4.85 0.57 0.363
H -2.20 3.99 1.04 0.447
H 0.00 4.02 2.70 0.511
H -0.01 2.64 3.82 0.413
H -1.53 3.32 3.22 0.318
H -2.80 0.17 1.78 -0.106
H -3.01 1.60 2.81 0.200
H -3.83 0.09 3.21 0.499
H -2.96 -0.74 5.20 0.444
H -1.07 -1.48 6.59 0.423
H 1.25 -1.11 5.82 0.451
H 2.77 -0.05 4.37 0.507
H 2.22 1.02 3.08 0.229
H 2.34 -0.73 2.79 0.182
O 0.10 -4.73 0.02 -0.534
P -0.23 -3.18 -0.01 0.482
O 0.13 -2.54 -1.35 -0.792
O 0.42 -2.48 1.14 -0.325
O -1.83 -3.15 0.11 -0.439
P -2.64 -1.82 -0.46 0.714
O -2.51 -2.01 -2.04 -0.591
O -4.02 -1.81 0.00 -0.761
O -1.78 -0.61 -0.04 -0.307
H -0.45 -5.23 -0.59 0.324
H -1.57 -2.20 -2.24 0.476
Br 7.04 0.64 0.71 -0.199
C 5.20 0.33 0.35 -0.178
C 4.32 1.40 0.39 -0.592
C 2.97 1.15 0.17 -0.346
C 2.52 -0.13 -0.11 -0.234
C 3.42 -1.18 -0.18 -0.882
C 4.77 -0.95 0.06 -0.487
H 4.68 2.40 0.60 0.487
H 2.27 1.97 0.21 0.717
H 3.08 -2.18 -0.40 0.413
H 5.48 -1.77 0.02 0.454



Copy entry 3 word for word.
69
Properties=species:S:1:pos:R:3:mulliken_charge:R:1 method="wB97M-V/def2-TZVPD" de_lowest_kcal_mol=7.3 e_tot_ev=-138082.7306 gap_ev=8.092 largest_force_ha_per_bohr=0.0128
Tl 0.37 -0.42 -0.05 2.621
C 2.02 3.91 -1.39 -1.683
C 0.88 3.53 -2.30 1.544
C 0.87 4.05 -3.59 -0.779
C -0.17 3.77 -4.46 -0.911
C -1.23 2.99 -4.03 -0.978
C -1.25 2.45 -2.75 0.846
C -2.43 1.63 -2.31 -0.909
C -0.17 2.70 -1.89 -0.911
N -0.11 2.11 -0.59 0.698
C -0.60 2.71 0.42 0.482
C -1.37 4.00 0.33 -1.899
C -0.42 2.13 1.80 0.775
C -0.50 3.08 2.95 -1.873
N -0.25 0.88 1.94 0.759
C -0.42 0.27 3.23 -0.842
C -1.74 0.07 3.65 1.441
C -2.91 0.51 2.81 -0.891
C -1.94 -0.57 4.87 -1.190
C -0.88 -0.99 5.65 -0.905
C 0.41 -0.79 5.21 -1.104
C 0.67 -0.16 4.00 0.958
C 2.08 0.04 3.53 -1.102
H 2.40 4.90 -1.66 0.511
H 2.85 3.20 -1.49 0.273
H 1.72 3.93 -0.34 0.249
H 1.69 4.69 -3.91 0.449
H -0.17 4.18 -5.46 0.411
H -2.06 2.79 -4.69 0.428
H -3.23 1.70 -3.04 0.449
H -2.82 1.96 -1.35 0.221
H -2.17 0.59 -2.20 0.117
H -1.75 4.13 -0.68 0.467
H -0.72 4.85 0.57 0.363
H -2.20 3.99 1.04 0.447
H 0.00 4.02 2.70 0.511
H -0.01 2.64 3.82 0.413
H -1.53 3.32 3.22 0.318
H -2.80 0.17 1.78 -0.106
H -3.01 1.60 2.81 0.200
H -3.83 0.09 3.21 0.499
H -2.96 -0.74 5.20 0.444
H -1.07 -1.48 6.59 0.423
H 1.25 -1.11 5.82 0.451
H 2.77 -0.05 4.37 0.507
H 2.22 1.02 3.08 0.229
H 2.34 -0.73 2.79 0.182
O 0.10 -4.73 0.02 -0.534
P -0.23 -3.18 -0.01 0.482
O 0.13 -2.54 -1.35 -0.792
O 0.42 -2.48 1.14 -0.325
O -1.83 -3.15 0.11 -0.439
P -2.64 -1.82 -0.46 0.714
O -2.51 -2.01 -2.04 -0.591
O -4.02 -1.81 0.00 -0.761
O -1.78 -0.61 -0.04 -0.307
H -0.45 -5.23 -0.59 0.324
H -1.57 -2.20 -2.24 0.476
Br 7.04 0.64 0.71 -0.199
C 5.20 0.33 0.35 -0.178
C 4.32 1.40 0.39 -0.592
C 2.97 1.15 0.17 -0.346
C 2.52 -0.13 -0.11 -0.234
C 3.42 -1.18 -0.18 -0.882
C 4.77 -0.95 0.06 -0.487
H 4.68 2.40 0.60 0.487
H 2.27 1.97 0.21 0.717
H 3.08 -2.18 -0.40 0.413
H 5.48 -1.77 0.02 0.454



Please write out number 3 again, unchanged.
69
Properties=species:S:1:pos:R:3:mulliken_charge:R:1 method="wB97M-V/def2-TZVPD" de_lowest_kcal_mol=7.3 e_tot_ev=-138082.7306 gap_ev=8.092 largest_force_ha_per_bohr=0.0128
Tl 0.37 -0.42 -0.05 2.621
C 2.02 3.91 -1.39 -1.683
C 0.88 3.53 -2.30 1.544
C 0.87 4.05 -3.59 -0.779
C -0.17 3.77 -4.46 -0.911
C -1.23 2.99 -4.03 -0.978
C -1.25 2.45 -2.75 0.846
C -2.43 1.63 -2.31 -0.909
C -0.17 2.70 -1.89 -0.911
N -0.11 2.11 -0.59 0.698
C -0.60 2.71 0.42 0.482
C -1.37 4.00 0.33 -1.899
C -0.42 2.13 1.80 0.775
C -0.50 3.08 2.95 -1.873
N -0.25 0.88 1.94 0.759
C -0.42 0.27 3.23 -0.842
C -1.74 0.07 3.65 1.441
C -2.91 0.51 2.81 -0.891
C -1.94 -0.57 4.87 -1.190
C -0.88 -0.99 5.65 -0.905
C 0.41 -0.79 5.21 -1.104
C 0.67 -0.16 4.00 0.958
C 2.08 0.04 3.53 -1.102
H 2.40 4.90 -1.66 0.511
H 2.85 3.20 -1.49 0.273
H 1.72 3.93 -0.34 0.249
H 1.69 4.69 -3.91 0.449
H -0.17 4.18 -5.46 0.411
H -2.06 2.79 -4.69 0.428
H -3.23 1.70 -3.04 0.449
H -2.82 1.96 -1.35 0.221
H -2.17 0.59 -2.20 0.117
H -1.75 4.13 -0.68 0.467
H -0.72 4.85 0.57 0.363
H -2.20 3.99 1.04 0.447
H 0.00 4.02 2.70 0.511
H -0.01 2.64 3.82 0.413
H -1.53 3.32 3.22 0.318
H -2.80 0.17 1.78 -0.106
H -3.01 1.60 2.81 0.200
H -3.83 0.09 3.21 0.499
H -2.96 -0.74 5.20 0.444
H -1.07 -1.48 6.59 0.423
H 1.25 -1.11 5.82 0.451
H 2.77 -0.05 4.37 0.507
H 2.22 1.02 3.08 0.229
H 2.34 -0.73 2.79 0.182
O 0.10 -4.73 0.02 -0.534
P -0.23 -3.18 -0.01 0.482
O 0.13 -2.54 -1.35 -0.792
O 0.42 -2.48 1.14 -0.325
O -1.83 -3.15 0.11 -0.439
P -2.64 -1.82 -0.46 0.714
O -2.51 -2.01 -2.04 -0.591
O -4.02 -1.81 0.00 -0.761
O -1.78 -0.61 -0.04 -0.307
H -0.45 -5.23 -0.59 0.324
H -1.57 -2.20 -2.24 0.476
Br 7.04 0.64 0.71 -0.199
C 5.20 0.33 0.35 -0.178
C 4.32 1.40 0.39 -0.592
C 2.97 1.15 0.17 -0.346
C 2.52 -0.13 -0.11 -0.234
C 3.42 -1.18 -0.18 -0.882
C 4.77 -0.95 0.06 -0.487
H 4.68 2.40 0.60 0.487
H 2.27 1.97 0.21 0.717
H 3.08 -2.18 -0.40 0.413
H 5.48 -1.77 0.02 0.454